Here is 2 unconnected molecules or ions with the total composition C7H11NO4S from OMol25. Energies are from wB97M-V/def2-TZVPD.

## Properties
DFT total energy = -1027.140283 hartree
E_HOMO = -9.21 eV
max |F| = 4.6 eV/Å

Positions of all 24 atoms, in Å:
C -1.946 1.765 0.588
C -1.494 1.610 -0.753
C -1.199 1.405 1.660
C -0.356 1.049 -1.100
C 0.252 1.077 1.340
C 0.454 0.443 -0.010
C 2.538 -0.691 0.496
N 1.697 -0.001 -0.458
O -0.840 -3.337 -0.918
O 0.475 -1.742 -1.979
O -1.967 -1.305 -1.664
O -0.474 -1.253 0.268
S -0.689 -1.772 -1.150
H -2.989 2.133 0.488
H -2.164 2.046 -1.643
H -1.384 1.508 2.701
H -0.105 0.968 -2.134
H 0.820 1.967 1.251
H 0.684 0.519 2.075
H 2.047 -1.424 1.024
H 3.333 -1.118 0.097
H 2.815 0.058 1.129
H -0.963 -3.427 0.006
H 1.452 -0.480 -1.312

Forces on the atoms, in the same order (eV/Å):
-1.691 -0.109 0.949
-1.303 1.769 -2.851
0.790 0.824 -2.295
0.691 -0.526 0.966
-1.935 -0.629 -2.070
1.797 0.639 -1.566
-3.038 1.884 -0.515
-2.323 0.926 1.095
0.095 -0.035 -0.887
0.443 0.753 -0.918
1.619 -0.324 0.070
0.285 -0.135 -0.917
-2.899 -0.696 0.669
0.631 -0.280 1.488
1.449 -1.018 2.284
-0.776 0.141 0.478
0.493 -0.320 -0.358
0.600 1.367 0.017
1.173 -1.680 2.076
-1.531 -1.736 1.238
3.682 -1.613 -2.281
1.286 1.740 2.178
-0.403 -0.576 1.711
0.863 -0.366 -0.562